1.
Entry from OMol25: C24H32Cl3CsF6NNaO19S5 as an isolated structure (ωB97M-V/def2-TZVPD).

Cartesian coordinates (Å):
1 Cs -3.346 -0.195 7.617
2 Cl 0.538 -3.946 5.644
3 Cl -4.621 0.034 5.706
4 Cl 2.343 -7.013 2.868
5 S 3.404 3.247 0.838
6 S -3.199 -1.365 4.979
7 S 7.239 4.165 -10.181
8 S 1.005 -4.259 2.212
9 S 5.139 2.791 -9.484
10 Na 4.056 -5.705 6.451
11 F -9.459 -6.106 7.917
12 F 1.789 6.966 -4.030
13 F -10.937 -4.531 7.791
14 F 7.225 4.653 -8.664
15 F -10.714 -5.934 6.167
16 F 3.624 2.753 -10.004
17 O 1.473 4.422 -7.069
18 O -2.824 -2.309 6.155
19 O -2.010 -0.552 4.482
20 O 2.282 2.647 0.091
21 O 3.688 4.589 0.302
22 O 5.514 1.408 -9.674
23 O 3.108 5.303 -3.293
24 O 4.937 3.215 -8.115
25 O 5.022 4.198 -2.821
26 O -0.041 1.544 -11.073
27 O 5.055 6.435 -3.142
28 O -8.549 -3.384 7.317
29 O 0.951 5.164 -9.148
30 O 4.600 2.400 0.695
31 O 3.043 3.351 2.265
32 O 0.986 2.943 -8.692
33 O -8.566 -4.408 5.304
34 O 8.171 3.061 -10.149
35 O 7.728 5.349 -10.854
36 N 5.729 3.848 -10.488
37 C 2.797 6.674 -3.170
38 C -8.139 -1.355 6.054
39 C 4.065 7.353 -3.580
40 C -3.022 -2.913 2.513
41 C -4.026 -2.372 3.651
42 C 1.329 3.147 -6.447
43 C 1.120 4.263 -8.377
44 C -0.871 -4.405 2.005
45 C 1.743 -6.587 5.924
46 C -1.703 -3.631 3.130
47 C -8.980 -4.307 6.430
48 C 2.601 -2.162 3.701
49 C -7.528 -2.493 6.848
50 C 1.426 -2.514 2.756
51 C 1.961 0.510 3.478
52 C 4.450 5.215 -3.065
53 C 1.307 -5.411 4.898
54 C 0.553 -1.334 2.190
55 C 0.779 0.155 2.539
56 C 2.343 2.965 -5.339
57 C 2.843 -0.646 4.028
58 C 1.497 -5.489 3.488
59 C 1.523 2.207 -7.599
60 C -10.024 -5.217 7.072
61 H -0.328 -1.575 1.494
62 H 3.723 -0.339 4.697
63 H -2.618 -2.027 1.889
64 H 0.069 0.938 2.087
65 H 0.312 3.079 -6.043
66 H 0.687 1.817 -10.497
67 H -0.178 2.304 -11.650
68 H 2.378 1.927 -4.997
69 H 0.982 1.268 -7.463
70 H -4.841 -1.699 3.183
71 H 2.088 3.599 -4.487
72 H -6.775 -3.033 6.266
73 H -7.025 -2.096 7.734
74 H 1.459 -7.587 5.418
75 H -4.517 -3.301 4.129
76 H 2.574 1.985 -7.811
77 H 4.192 8.325 -3.099
78 H -7.374 -0.632 5.764
79 H 3.343 3.267 -5.664
80 H -8.903 -0.843 6.644
81 H -8.628 -1.722 5.150
82 H 3.298 -2.963 4.120
83 H -1.130 -2.825 3.697
84 H 1.070 -6.520 6.862
85 H -2.063 -4.403 3.917
86 H 2.847 -6.537 6.225
87 H 2.131 1.622 3.698
88 H -3.564 -3.612 1.771
89 H -1.083 -3.856 1.005
90 H 4.143 7.483 -4.663
91 H -1.159 -5.499 1.847
92 H 2.482 6.889 -2.145

Results
DFT total energy   -6570.395342 Eh
Gap between HOMO and LUMO   0.0545 Eh
Total charge   0

2.
Entry from OMol25: C24H32ClEuO3P2 as an isolated structure (ωB97M-V/def2-TZVPD).

Cartesian coordinates (Å):
1 Eu -0.069 -0.417 0.064
2 Cl 1.705 -0.735 1.847
3 P -2.543 0.142 1.838
4 P -0.288 -1.087 -3.298
5 O -3.652 -0.345 0.820
6 O -1.572 -1.140 1.856
7 O -3.023 0.454 3.296
8 C 1.462 -0.737 -3.178
9 C -1.147 0.267 -4.057
10 C -1.151 -5.392 -4.582
11 C -1.352 -3.588 -2.998
12 C -2.083 -2.531 2.297
13 C -1.598 -4.914 -3.344
14 C -4.907 0.300 0.381
15 C 2.081 0.266 -3.956
16 C -2.619 2.420 -5.038
17 C -1.597 2.649 -4.108
18 C -0.865 1.572 -3.605
19 C 2.200 -1.412 -2.182
20 C -2.094 1.412 5.358
21 C 3.447 0.515 -3.813
22 C -2.903 1.126 -5.488
23 C -2.171 0.043 -4.999
24 C -0.916 -3.473 2.248
25 C -0.460 -4.551 -5.466
26 C -5.565 1.046 1.509
27 C -0.663 -2.734 -3.885
28 C -0.207 -3.216 -5.125
29 C -2.245 0.136 4.574
30 C 3.575 -1.163 -2.061
31 C 4.197 -0.222 -2.891
32 H -5.512 -0.532 0.016
33 H 4.152 -1.689 -1.300
34 H 1.702 -2.121 -1.493
35 H -0.078 1.744 -2.863
36 H -1.926 1.176 6.412
37 H 3.917 1.295 -4.419
38 H 1.475 0.867 -4.633
39 H -1.270 -0.297 4.294
40 H -0.115 -4.939 -6.423
41 H -3.688 0.953 -6.226
42 H 0.018 -3.024 2.608
43 H -1.351 -6.428 -4.846
44 H -1.224 1.968 4.998
45 H -1.152 -4.333 2.884
46 H -5.955 0.338 2.251
47 H -2.491 -2.362 3.302
48 H -1.359 3.662 -3.782
49 H -2.881 -2.794 1.592
50 H 5.270 -0.036 -2.805
51 H -6.417 1.599 1.094
52 H -1.681 -3.193 -2.036
53 H -0.799 -1.203 -1.951
54 H -2.974 2.054 5.264
55 H -4.885 1.763 1.986
56 H -4.657 0.959 -0.453
57 H -3.193 3.263 -5.423
58 H -1.720 1.267 1.386
59 H -0.751 -3.861 1.233
60 H 0.356 -2.561 -5.793
61 H -2.869 -0.608 5.072
62 H -2.380 -0.976 -5.330
63 H -2.118 -5.562 -2.633

Results
DFT total energy   -3012.018472 Eh
Gap between HOMO and LUMO (spin up / spin down)   0.1798 / 0.1943 Eh
Total charge   +2
Spin multiplicity   7

3.
Entry from OMol25: an isolated ion of composition C24H32ClF5NO4 and charge -1 (ωB97M-V/def2-TZVPD).

Cartesian coordinates (Å):
1 Cl -2.576 4.169 -3.348
2 F -4.784 1.254 2.835
3 F -4.181 -0.699 1.868
4 F 0.319 3.910 2.440
5 F 1.756 2.381 1.788
6 F -4.574 -0.551 4.070
7 O -1.944 1.507 -1.299
8 O 0.057 -5.961 -0.623
9 O -0.457 1.261 -2.922
10 O 1.087 -6.169 1.328
11 N -0.137 2.806 0.375
12 C 0.250 -3.548 -1.307
13 C 2.803 -1.448 -1.848
14 C 0.368 2.691 1.705
15 C -2.581 0.505 3.264
16 C 2.694 0.042 -2.427
17 C -0.484 4.596 -1.518
18 C 0.190 1.294 3.863
19 C -0.483 1.746 2.631
20 C -0.149 4.217 -0.031
21 C -1.841 1.367 2.327
22 C -0.752 1.491 -1.691
23 C -0.932 -4.868 1.520
24 C -0.582 -4.893 -1.354
25 C 1.750 2.230 -1.263
26 C 2.884 1.151 -1.306
27 C -2.060 4.631 -1.674
28 C -1.918 0.084 4.481
29 C -0.542 0.452 4.796
30 C 0.520 0.339 0.004
31 C 0.372 1.822 -0.586
32 C -4.042 0.087 2.967
33 C 1.916 -2.342 -2.829
34 C 1.532 -3.750 -2.219
35 C 0.135 -5.722 0.743
36 H 0.543 -0.377 -0.857
37 H -0.013 3.964 -2.307
38 H 1.301 -4.422 -3.097
39 H 3.165 0.714 -0.305
40 H 3.822 1.706 -1.617
41 H 3.856 -1.796 -1.993
42 H -0.100 0.103 5.753
43 H -0.559 -3.812 1.554
44 H 0.944 -1.793 -2.998
45 H -0.954 4.743 0.560
46 H -0.436 -2.748 -1.705
47 H 3.549 0.115 -3.164
48 H -2.292 1.739 1.368
49 H -2.439 5.668 -1.452
50 H -1.642 -4.692 -1.054
51 H 1.544 2.524 -2.333
52 H 1.361 0.225 0.724
53 H 1.225 1.606 4.109
54 H 0.542 -3.239 -0.272
55 H 2.401 -2.398 -3.845
56 H -2.521 3.970 -0.891
57 H -0.609 -5.205 -2.435
58 H -1.049 -5.326 2.530
59 H -0.420 0.082 0.571
60 H 2.411 -4.166 -1.667
61 H 2.422 -1.526 -0.802
62 H 1.761 0.169 -3.028
63 H 2.217 3.155 -0.809
64 H 0.868 4.671 0.174
65 H -0.099 5.644 -1.682
66 H -2.487 -0.547 5.202
67 H -1.927 -4.835 1.009

Results
DFT total energy   -2248.970304 Eh
Gap between HOMO and LUMO   0.2690 Eh
Total charge   -1
Structure (SMILES)   CC(=O)OCCCCCCCC[C@](C)(C(=O)[O-])N(CCCCl)C(F)(F)c1cccc(C(F)(F)F)c1

The lowest total charge belongs to which entry?
C24H32ClF5NO4

What did the second record say?
Entry from OMol25: C24H32ClEuO3P2 as an isolated structure (ωB97M-V/def2-TZVPD).

Cartesian coordinates (Å):
1 Eu -0.069 -0.417 0.064
2 Cl 1.705 -0.735 1.847
3 P -2.543 0.142 1.838
4 P -0.288 -1.087 -3.298
5 O -3.652 -0.345 0.820
6 O -1.572 -1.140 1.856
7 O -3.023 0.454 3.296
8 C 1.462 -0.737 -3.178
9 C -1.147 0.267 -4.057
10 C -1.151 -5.392 -4.582
11 C -1.352 -3.588 -2.998
12 C -2.083 -2.531 2.297
13 C -1.598 -4.914 -3.344
14 C -4.907 0.300 0.381
15 C 2.081 0.266 -3.956
16 C -2.619 2.420 -5.038
17 C -1.597 2.649 -4.108
18 C -0.865 1.572 -3.605
19 C 2.200 -1.412 -2.182
20 C -2.094 1.412 5.358
21 C 3.447 0.515 -3.813
22 C -2.903 1.126 -5.488
23 C -2.171 0.043 -4.999
24 C -0.916 -3.473 2.248
25 C -0.460 -4.551 -5.466
26 C -5.565 1.046 1.509
27 C -0.663 -2.734 -3.885
28 C -0.207 -3.216 -5.125
29 C -2.245 0.136 4.574
30 C 3.575 -1.163 -2.061
31 C 4.197 -0.222 -2.891
32 H -5.512 -0.532 0.016
33 H 4.152 -1.689 -1.300
34 H 1.702 -2.121 -1.493
35 H -0.078 1.744 -2.863
36 H -1.926 1.176 6.412
37 H 3.917 1.295 -4.419
38 H 1.475 0.867 -4.633
39 H -1.270 -0.297 4.294
40 H -0.115 -4.939 -6.423
41 H -3.688 0.953 -6.226
42 H 0.018 -3.024 2.608
43 H -1.351 -6.428 -4.846
44 H -1.224 1.968 4.998
45 H -1.152 -4.333 2.884
46 H -5.955 0.338 2.251
47 H -2.491 -2.362 3.302
48 H -1.359 3.662 -3.782
49 H -2.881 -2.794 1.592
50 H 5.270 -0.036 -2.805
51 H -6.417 1.599 1.094
52 H -1.681 -3.193 -2.036
53 H -0.799 -1.203 -1.951
54 H -2.974 2.054 5.264
55 H -4.885 1.763 1.986
56 H -4.657 0.959 -0.453
57 H -3.193 3.263 -5.423
58 H -1.720 1.267 1.386
59 H -0.751 -3.861 1.233
60 H 0.356 -2.561 -5.793
61 H -2.869 -0.608 5.072
62 H -2.380 -0.976 -5.330
63 H -2.118 -5.562 -2.633

Results
DFT total energy   -3012.018472 Eh
Gap between HOMO and LUMO (spin up / spin down)   0.1798 / 0.1943 Eh
Total charge   +2
Spin multiplicity   7